The following is a DFT calculation (ωB97M-V/def2-TZVPD) of a molecular structure, C29H51F3FeN6O13S3 in a non-equilibrium geometry.

Atoms and positions in Å:
Fe (-2.20, 1.16, -1.52)
C (0.19, 2.44, 6.15)
O (1.01, 2.02, 5.10)
C (1.26, 3.01, 4.12)
C (2.37, 2.49, 3.25)
N (2.15, 1.06, 2.98)
H (2.13, 0.51, 3.84)
H (1.19, 1.01, 2.58)
C (3.05, 0.46, 1.96)
C (2.68, -0.98, 1.76)
O (2.51, -1.56, 3.04)
C (2.27, -2.95, 2.97)
H (0.20, 1.68, 6.93)
H (-0.85, 2.60, 5.86)
H (0.56, 3.36, 6.63)
H (1.56, 3.95, 4.60)
H (0.34, 3.17, 3.53)
H (3.36, 2.60, 3.71)
H (2.40, 3.02, 2.29)
H (4.06, 0.57, 2.37)
H (2.95, 1.06, 1.06)
H (3.52, -1.48, 1.25)
H (1.79, -1.09, 1.13)
H (3.05, -3.48, 2.41)
H (1.33, -3.18, 2.45)
H (2.21, -3.35, 3.98)
S (0.13, 1.08, -0.18)
O (0.26, 1.31, 1.26)
O (1.45, 0.78, -0.75)
O (-0.90, 0.02, -0.48)
O (-0.56, 2.20, -0.87)
S (-3.94, 3.10, -0.86)
O (-3.40, 1.83, -0.13)
O (-3.43, 4.29, -0.24)
O (-3.23, 2.75, -2.17)
O (-5.37, 3.02, -0.97)
C (0.81, 0.56, -4.60)
F (1.14, 0.07, -5.80)
F (0.83, -0.45, -3.73)
F (1.74, 1.44, -4.25)
S (-0.88, 1.33, -4.71)
O (-1.34, 1.14, -3.33)
O (-0.64, 2.68, -5.09)
O (-1.58, 0.49, -5.65)
C (-4.86, 0.59, -3.58)
C (-4.79, -0.09, -2.23)
N (-3.43, -0.60, -1.84)
C (-3.01, -1.53, -2.92)
C (-1.73, -2.33, -2.65)
C (-3.47, -1.25, -0.52)
C (-4.41, -2.46, -0.36)
H (-5.86, 1.02, -3.68)
H (-4.79, -0.11, -4.41)
H (-4.17, 1.42, -3.70)
H (-5.13, 0.57, -1.44)
H (-5.46, -0.95, -2.30)
H (-3.81, -2.26, -3.09)
H (-2.86, -0.97, -3.84)
H (-0.84, -1.71, -2.71)
H (-1.78, -2.81, -1.67)
H (-1.70, -3.16, -3.35)
H (-3.72, -0.51, 0.25)
H (-2.49, -1.61, -0.22)
H (-4.74, -2.52, 0.68)
H (-3.93, -3.38, -0.68)
H (-5.36, -2.29, -0.87)
N (0.81, -5.36, 0.22)
C (1.15, -4.15, -0.33)
C (0.26, -3.22, 0.13)
C (-0.72, -3.91, 0.90)
C (-0.32, -5.22, 0.99)
H (1.38, -6.18, 0.12)
H (2.03, -4.09, -0.95)
H (0.24, -2.17, -0.14)
H (-1.60, -3.47, 1.35)
H (-0.74, -6.06, 1.51)
N (3.59, -0.58, -1.84)
C (4.15, -1.71, -1.32)
C (5.35, -1.93, -1.95)
C (5.50, -0.89, -2.91)
C (4.38, -0.09, -2.83)
H (2.71, -0.20, -1.52)
H (3.61, -2.21, -0.53)
H (6.01, -2.75, -1.76)
H (6.32, -0.75, -3.60)
H (4.08, 0.76, -3.41)
N (-1.79, 0.05, 2.66)
C (-3.13, 0.23, 2.84)
C (-3.62, -0.87, 3.49)
C (-2.50, -1.69, 3.82)
C (-1.39, -1.09, 3.29)
H (-1.15, 0.71, 2.22)
H (-3.59, 1.03, 2.27)
H (-4.65, -1.00, 3.76)
H (-2.50, -2.61, 4.39)
H (-0.35, -1.38, 3.33)
N (2.92, 3.13, -1.27)
C (4.00, 3.73, -1.86)
C (4.10, 5.01, -1.38)
C (3.04, 5.18, -0.45)
C (2.30, 4.02, -0.45)
H (2.53, 2.23, -1.51)
H (4.61, 3.19, -2.57)
H (4.87, 5.71, -1.66)
H (2.86, 6.05, 0.16)
H (1.39, 3.74, 0.06)

Multiplicity: 6
DFT total energy: -5200.33471 a.u.
HOMO (spin up / spin down): -6.05 / -6.05 eV
LUMO energy (spin up / spin down): 1.873 / 1.873 eV
Charge: -1
Frontier orbital gap (spin up / spin down): 7.920 / 7.920 eV
⟨S²⟩: 8.7569